(1)
{
  "formula": "C7H14O3",
  "method": "the ωB97M-V functional and the def2-TZVPD basis",
  "relative_energy_kcal_mol": 41.96,
  "e_lumo_ev": 0.7,
  "homo_energy_ev": -10.133,
  "elements": ["C", "C", "C", "C", "C", "O", "O", "C", "C", "O", "H", "H", "H", "H", "H", "H", "H", "H", "H", "H", "H", "H", "H", "H"],
  "positions_angstrom": [[-1.37699, -0.28977, -1.38574], [-0.89477, -0.07308, 0.04484], [-1.90228, 0.80107, 0.79786], [-0.72168, -1.39907, 0.77712], [0.51968, 0.80971, 0.10954], [0.91460, 0.92143, 1.43037], [0.30542, 2.05460, -0.47263], [1.48356, -0.01049, -0.69413], [2.45793, -0.92991, -0.08330], [2.93747, 0.32367, -0.42361], [-1.42904, 0.66287, -1.91219], [-2.37148, -0.74422, -1.36399], [-0.72577, -0.97148, -1.93309], [-2.00601, 1.78070, 0.32967], [-2.87939, 0.32530, 0.80227], [-1.56565, 0.94330, 1.82888], [-1.68861, -1.88039, 0.89278], [-0.08040, -2.08151, 0.23420], [-0.30988, -1.22195, 1.75943], [1.70818, 1.46919, 1.45736], [1.15698, 2.44882, -0.73270], [1.29980, -0.04799, -1.75774], [2.35991, -1.12921, 0.98408], [2.80841, -1.76158, -0.68927]],
  "lowdin_charge": [-0.046, -0.482, -0.049, -0.040, -0.540, 0.050, 0.051, -0.143, -0.156, -0.041, 0.090, 0.090, 0.078, 0.086, 0.083, 0.089, 0.088, 0.079, 0.084, 0.120, 0.125, 0.147, 0.122, 0.118]
}

---

(2)
{
  "formula": "C7H14O3",
  "method": "the ωB97M-V functional and the def2-TZVPD basis",
  "relative_energy_kcal_mol": 15.77,
  "e_lumo_ev": 0.6,
  "homo_energy_ev": -10.086,
  "elements": ["C", "C", "C", "C", "C", "C", "O", "O", "C", "H", "H", "H", "H", "H", "H", "H", "H", "H", "H", "H", "H", "O", "H", "H"],
  "positions_angstrom": [[0.18790, -2.84148, -1.08780], [0.98829, -1.54240, -1.08555], [0.38874, -0.41756, -0.23720], [1.43524, 0.62775, 0.13945], [0.83548, 1.68514, 1.05931], [-0.50581, 2.22110, 0.62536], [-0.84676, 3.37218, 0.77782], [-1.27032, 1.42216, -0.26607], [-0.74736, 0.27762, -0.96833], [0.80528, -3.67377, -1.45220], [-0.15437, -3.09380, -0.07335], [-0.69660, -2.78131, -1.73782], [2.00106, -1.74360, -0.70306], [1.11639, -1.18095, -2.11943], [-0.01699, -0.85798, 0.69054], [2.28756, 0.14681, 0.63874], [1.81590, 1.10370, -0.77855], [0.66256, 1.26307, 2.06241], [1.50708, 2.54185, 1.19817], [-0.40696, 0.63366, -1.95201], [-1.60833, -0.38549, -1.11236], [-2.67850, 1.45206, 2.24615], [-2.80226, 0.99881, 1.32627], [-2.29720, 0.77244, 2.80952]],
  "lowdin_charge": [-0.105, -0.232, -0.339, -0.157, -0.089, -0.437, 0.117, -0.046, -0.140, 0.073, 0.077, 0.073, 0.112, 0.119, 0.151, 0.121, 0.134, 0.132, 0.131, 0.137, 0.132, -0.081, 0.088, 0.027]
}

---

(3)
{
  "formula": "C7H14OPPd",
  "method": "the ωB97M-V functional and the def2-TZVPD basis",
  "spin_multiplicity": 3,
  "charge": -1,
  "e_lumo_ev": [3.6, 2.7],
  "homo_energy_ev": [0.829, -4.121],
  "s2": 2.031,
  "elements": ["C", "C", "C", "C", "C", "Pd", "P", "H", "H", "H", "H", "H", "H", "H", "H", "C", "C", "O", "H", "H", "H", "H", "H", "H"],
  "positions_angstrom": [[0.23662, -0.07456, -2.03603], [-0.89150, -0.98316, -2.22051], [-0.60777, -2.21774, -1.59390], [0.69286, -2.17388, -1.01415], [1.29781, -0.89042, -1.30335], [0.38374, 0.63465, -0.03432], [-0.39465, 2.71396, 0.29222], [0.47263, 0.81556, -2.60686], [-1.78269, -0.71514, -2.77681], [-1.26271, -3.07874, -1.57759], [2.35320, -0.63963, -1.34090], [1.20867, -2.97974, -0.50422], [-1.39792, 2.72556, 1.31704], [-1.07102, 3.32489, -0.80761], [0.50164, 3.74091, 0.73444], [-0.46315, -0.80509, 4.19063], [-0.54010, 0.16859, 3.03294], [0.01773, -0.42620, 1.83581], [-1.22223, -1.58723, 4.09228], [-0.64245, -0.28051, 5.13077], [0.52228, -1.27689, 4.23771], [-1.57504, 0.47191, 2.82368], [0.04410, 1.07645, 3.20785], [-0.42534, -1.27805, 1.68287]],
  "mulliken_spin": [-0.020, 0.284, -0.007, 0.262, 0.142, 0.833, 0.515, -0.055, -0.017, -0.022, -0.026, -0.029, -0.141, 0.017, -0.147, -0.066, 1.730, -1.233, 0.064, -0.336, 0.078, -0.293, 0.310, 0.155]
}

---

(4)
{
  "formula": "C7H14OPTm",
  "method": "the ωB97M-V functional and the def2-TZVPD basis",
  "spin_multiplicity": 3,
  "relative_energy_kcal_mol": 22.46,
  "e_lumo_ev": [0.1, 0.0],
  "homo_energy_ev": [-3.922, -4.738],
  "s2": 2.457,
  "elements": ["C", "C", "C", "C", "C", "Tm", "P", "H", "H", "H", "H", "H", "H", "H", "H", "C", "C", "O", "H", "H", "H", "H", "H", "H"],
  "positions_angstrom": [[-0.69388, -0.03070, -2.91569], [-1.51518, 0.97460, -2.31289], [-0.62678, 1.86000, -1.62369], [0.74742, 1.48870, -1.93129], [0.70603, 0.32360, -2.72769], [-0.30308, -0.15710, -0.71999], [-0.35598, -2.33520, -0.33649], [-1.05348, -0.86860, -3.51699], [-2.60337, 1.03010, -2.33759], [-0.92538, 2.74050, -1.05059], [1.56202, -0.22170, -3.12759], [1.64142, 2.01710, -1.59759], [0.71413, -3.19410, -0.74729], [-1.39248, -3.16210, -0.87789], [-0.44757, -2.82170, 1.00171], [0.74253, 0.39540, 3.59521], [0.26533, -0.25560, 2.29771], [0.25503, 0.66570, 1.23961], [1.77322, 0.78950, 3.46731], [0.74512, -0.35570, 4.41291], [0.06563, 1.23010, 3.87601], [0.96843, -1.07880, 2.05511], [-0.76258, -0.64520, 2.45341], [0.49342, 1.61120, 1.42421]],
  "mulliken_spin": [-0.038, 0.051, -0.023, -0.004, 0.021, 1.932, 0.040, -0.016, 0.016, -0.006, 0.008, 0.004, 0.112, -0.040, 0.003, 0.003, -0.050, -0.027, 0.001, 0.000, -0.002, -0.010, 0.031, -0.007]
}

---

(5)
{
  "formula": "C7H14OPW",
  "method": "the ωB97M-V functional and the def2-TZVPD basis",
  "spin_multiplicity": 3,
  "charge": 1,
  "e_lumo_ev": [-4.7, -4.6],
  "homo_energy_ev": [-11.156, -13.068],
  "s2": 2.015,
  "elements": ["C", "C", "C", "C", "C", "W", "P", "H", "H", "H", "H", "H", "H", "H", "H", "C", "C", "O", "H", "H", "H", "H", "H", "H"],
  "positions_angstrom": [[0.07967, -1.54026, -2.58986], [1.18273, -0.99042, -3.31960], [1.83758, 0.21583, -3.01542], [1.50396, 1.00341, -1.92199], [0.73500, 0.51914, -0.84543], [1.31804, -1.30115, -1.11714], [-0.63647, -2.38155, -0.00350], [-0.61794, -2.22521, -2.99216], [1.55350, -1.56611, -4.16942], [2.56106, 0.52871, -3.77384], [0.15360, 1.07091, -0.14157], [2.03570, 1.95607, -1.83364], [-0.41190, -3.10150, 1.21912], [-0.99711, -3.55557, -0.73927], [-2.03885, -2.03314, 0.25155], [-1.24071, 1.93164, 3.53110], [-0.56851, 1.54594, 2.22466], [-0.44249, 0.13398, 1.95253], [-2.32177, 1.76657, 3.53401], [-1.10537, 3.00291, 3.62274], [-0.74153, 1.48163, 4.39170], [-1.05833, 1.98560, 1.35764], [0.46509, 1.90022, 2.19830], [-1.24496, -0.34765, 2.17949]],
  "mulliken_spin": [0.010, -0.036, 0.040, -0.027, 0.018, 1.850, 0.021, 0.009, 0.013, 0.000, 0.054, 0.008, 0.011, 0.015, 0.011, 0.001, 0.005, -0.001, 0.000, 0.000, 0.000, -0.001, 0.000, 0.000]
}

---

(6)
{
  "formula": "C7H14Si",
  "method": "the ωB97M-V functional and the def2-TZVPD basis",
  "relative_energy_kcal_mol": 76.38,
  "e_lumo_ev": 0.1,
  "homo_energy_ev": -7.939,
  "elements": ["C", "C", "C", "C", "C", "C", "C", "Si", "H", "H", "H", "H", "H", "H", "H", "H", "H", "H", "H", "H", "H", "H"],
  "positions_angstrom": [[-1.54266, 0.00203, -2.13796], [-1.04653, 0.21770, -1.07146], [-1.92973, -0.35294, -3.44981], [2.27531, -0.03568, -0.29531], [1.14758, -1.27294, 1.77676], [-1.58667, 0.87414, 1.95103], [1.36238, 0.01328, 1.00989], [-0.38111, 0.74660, 0.54566], [-1.49522, 0.28252, -4.15369], [-1.66143, -1.37907, -3.70409], [-3.07021, -0.41028, -3.44564], [3.24947, -0.56111, -0.05653], [1.66582, -0.68626, -1.01127], [2.37502, 0.87177, -0.87606], [1.32242, -2.15034, 1.06221], [0.17143, -1.47805, 2.33949], [2.01641, -1.44504, 2.52999], [-2.53621, 1.28356, 1.62878], [-1.60087, -0.07608, 2.59767], [-1.16588, 1.73367, 2.53515], [2.03530, 0.72537, 1.54265], [0.39536, 3.09716, 0.68253]],
  "lowdin_charge": [-0.181, -0.115, -0.103, -0.145, -0.169, -0.254, -0.536, 0.627, 0.064, 0.089, 0.116, 0.088, 0.067, 0.052, 0.087, 0.069, 0.098, 0.017, 0.049, 0.022, 0.089, -0.030]
}